Version A
Entry from OMol25: a 2-piece molecular cluster, C3H11NO2 overall (ωB97M-V/def2-TZVPD).

Output
charge: 0
LUMO energy: 0.8 eV
structure (SMILES): CCO.NCO
frontier orbital gap: 0.3915 Eh

```
17
Properties=species:S:1:pos:R:3:mulliken_charge:R:1
C 2.64227 -0.52788 0.31332 -0.025
O 2.40964 -1.94399 0.08905 -0.543
C 1.70038 0.16387 -0.63095 -0.982
H 2.62948 -0.48362 1.40544 0.228
H 3.70480 -0.33658 0.14733 0.224
H 1.55427 -2.12514 -0.30209 0.294
H 2.10750 0.18187 -1.63781 0.332
H 0.66793 -0.15990 -0.78509 0.174
H 1.50354 1.20770 -0.34812 0.304
N -2.55881 0.59252 -0.88883 -0.524
C -2.10638 0.92943 0.42990 -0.215
O -1.91208 -0.21245 1.27022 -0.530
H -2.15951 -0.28945 -1.18611 0.244
H -3.56493 0.49070 -0.93185 0.224
H -1.10208 1.34629 0.39304 0.136
H -2.79262 1.61263 0.92899 0.374
H -2.72339 -0.44601 1.73357 0.286
```

---

Version B
Entry from OMol25: a 3-piece molecular cluster, C3H11NO2 overall (ωB97M-V/def2-TZVPD).

Output
charge: 0
LUMO energy: 1.0 eV
structure (SMILES): C=NCC.O.O
frontier orbital gap: 0.4149 Eh

```
17
Properties=species:S:1:pos:R:3:mulliken_charge:R:1
C 1.62600 0.75473 0.24882 -1.050
C 0.60241 0.48712 -0.84025 -0.513
C 0.35906 -1.61857 -1.82670 -0.365
N 0.18120 -0.91458 -0.80076 -0.402
H 1.91487 1.80001 0.21783 0.311
H 1.19908 0.52748 1.22540 0.239
H 2.51269 0.14139 0.09995 0.358
H 0.99617 0.74144 -1.83043 0.448
H -0.28954 1.08912 -0.65488 0.276
H 0.80468 -1.22530 -2.74183 0.237
H 0.05764 -2.66576 -1.80953 0.265
H -0.93414 -1.14089 0.68862 0.548
H -2.23408 -1.58524 1.43034 0.323
O -1.42408 -1.07978 1.53872 -0.715
H -1.97696 2.16331 2.16929 0.307
H -1.67520 0.78394 1.53939 0.377
O -1.71979 1.74159 1.34602 -0.640
```

---

Version C
Entry from OMol25: a 2-piece molecular cluster, C3H11NO2 overall (ωB97M-V/def2-TZVPD).

Output
charge: 0
LUMO energy: 0.7 eV
structure (SMILES): CCO.NCO
frontier orbital gap: 0.3735 Eh

```
17
Properties=species:S:1:pos:R:3:mulliken_charge:R:1
C 1.69089 -0.80404 0.78874 -0.304
O 0.49384 -1.53893 0.46623 -0.511
C 1.84302 0.44866 -0.04427 -0.894
H 2.55388 -1.45950 0.64530 0.368
H 1.65431 -0.56637 1.85312 0.222
H 0.75653 -2.37929 0.08421 0.284
H 1.78479 0.21180 -1.10881 0.272
H 2.85312 0.83530 0.11493 0.370
H 1.10809 1.21336 0.20589 0.191
N -2.07911 0.84152 0.61492 -0.594
C -2.24448 0.56747 -0.79670 -0.311
O -1.05442 0.18563 -1.48785 -0.518
H -1.51952 1.67299 0.76311 0.270
H -1.58071 0.08212 1.07058 0.257
H -2.58067 1.48104 -1.28752 0.309
H -2.98211 -0.22493 -0.88268 0.290
H -0.69745 -0.56680 -0.99919 0.300
```

---

Version D
Entry from OMol25: a 2-piece molecular cluster, C3H11NO2 overall (ωB97M-V/def2-TZVPD).

Output
charge: 0
LUMO energy: 0.8 eV
structure (SMILES): C[C@H](O)CN.O
frontier orbital gap: 0.3524 Eh

```
17
Properties=species:S:1:pos:R:3:mulliken_charge:R:1
C -0.42717 0.06594 -0.73260 -0.910
C -0.69870 0.08793 0.80376 0.480
C -0.77472 1.59197 1.17229 -1.194
O 0.36361 -0.58110 1.41617 -0.476
N -0.31336 -1.18763 -1.35761 -0.233
H -1.17360 0.71859 -1.21333 0.386
H 0.46028 0.72636 -0.81573 0.169
H -1.70824 -0.35285 0.87626 0.223
H -0.02295 2.13895 0.59958 0.322
H -1.76629 1.99614 0.93943 0.336
H -0.56337 1.72872 2.23892 0.351
H 0.13451 -0.79435 2.32294 0.323
H 0.57118 -1.64672 -1.33410 0.059
H -1.08378 -1.42788 -1.93965 0.184
H 2.35753 -0.29048 -1.07102 0.335
H 2.02065 -1.58253 -0.62993 0.318
O 2.62442 -1.19107 -1.27538 -0.673
```

---

Ordering by calculated energy gives the sequence version B, version C, version D, version A, with the first entry being the most stable.